Entry 1:
Here is C4H6OSi as an isolated structure at a distorted geometry from the Open Molecules 2025 dataset. Energies are from wB97M-V/def2-TZVPD.

```
12
C4H6OSi | the Open Molecules 2025 dataset | wB97M-V/def2-TZVPD
C 0.2397 1.6241 0.0646
C -1.8529 1.3580 -0.0768
C 0.5518 0.3091 -0.0048
C 2.0514 0.0909 -0.0467
O -0.2649 -0.7923 0.0723
Si -1.8608 -0.4071 0.0537
H 2.2002 -0.3018 -1.0176
H 2.4737 1.0367 -0.0753
H 2.3654 -0.6142 0.8783
H -2.0774 -1.3758 -1.0226
H -2.1598 -0.3809 1.4571
H -2.7114 2.0969 -0.2690
```

For the total energy, the calculation gives -520.47270 a.u. For the HOMO-LUMO gap (spin up / spin down), the calculation gives 0.292 / 0.246 Eh. The calculation puts the HOMO energy (spin up / spin down) at -8.91 / -8.78 eV. Its charge is 0. The energy above the lowest of the compared OMol25 structures with the same formula, charge and spin comes out at 6.9119 eV.

Entry 2:
Here is a 2-piece molecular cluster, C4H6P2 overall at a distorted geometry from the Open Molecules 2025 dataset. Energies are from wB97M-V/def2-TZVPD.

```
12
C4H6P2 | the Open Molecules 2025 dataset | wB97M-V/def2-TZVPD
C 2.0433 0.3971 0.1197
C 0.6388 0.7195 0.1184
C 2.2514 -0.9424 -0.0014
C -0.1040 -0.3342 0.2610
P 0.7790 -1.8951 0.2293
P -3.5660 -0.6867 0.0892
H 2.7188 1.3050 0.1480
H 0.4678 1.7547 0.0245
H 3.2007 -1.4813 0.0494
H 0.5818 -2.3272 -1.1977
H -4.1299 -1.9795 0.7760
H -3.3486 -1.3535 -1.2311
```

For the total energy, the calculation gives -838.49343 a.u. For the HOMO-LUMO gap (spin up / spin down), the calculation gives 0.296 / 0.303 Eh. The calculation puts the HOMO energy (spin up / spin down) at -9.20 / -8.91 eV. Its charge is 0. The energy above the lowest of the compared OMol25 structures with the same formula, charge and spin comes out at 4.4278 eV.

The lowest total energy belongs to which entry?
C4H6P2

Copy entry 2 word for word.
Here is a 2-piece molecular cluster, C4H6P2 overall at a distorted geometry from the Open Molecules 2025 dataset. Energies are from wB97M-V/def2-TZVPD.

```
12
C4H6P2 | the Open Molecules 2025 dataset | wB97M-V/def2-TZVPD
C 2.0433 0.3971 0.1197
C 0.6388 0.7195 0.1184
C 2.2514 -0.9424 -0.0014
C -0.1040 -0.3342 0.2610
P 0.7790 -1.8951 0.2293
P -3.5660 -0.6867 0.0892
H 2.7188 1.3050 0.1480
H 0.4678 1.7547 0.0245
H 3.2007 -1.4813 0.0494
H 0.5818 -2.3272 -1.1977
H -4.1299 -1.9795 0.7760
H -3.3486 -1.3535 -1.2311
```

For the total energy, the calculation gives -838.49343 a.u. For the HOMO-LUMO gap (spin up / spin down), the calculation gives 0.296 / 0.303 Eh. The calculation puts the HOMO energy (spin up / spin down) at -9.20 / -8.91 eV. Its charge is 0. The energy above the lowest of the compared OMol25 structures with the same formula, charge and spin comes out at 4.4278 eV.

Copy entry 1 word for word.
Here is C4H6OSi as an isolated structure at a distorted geometry from the Open Molecules 2025 dataset. Energies are from wB97M-V/def2-TZVPD.

```
12
C4H6OSi | the Open Molecules 2025 dataset | wB97M-V/def2-TZVPD
C 0.2397 1.6241 0.0646
C -1.8529 1.3580 -0.0768
C 0.5518 0.3091 -0.0048
C 2.0514 0.0909 -0.0467
O -0.2649 -0.7923 0.0723
Si -1.8608 -0.4071 0.0537
H 2.2002 -0.3018 -1.0176
H 2.4737 1.0367 -0.0753
H 2.3654 -0.6142 0.8783
H -2.0774 -1.3758 -1.0226
H -2.1598 -0.3809 1.4571
H -2.7114 2.0969 -0.2690
```

For the total energy, the calculation gives -520.47270 a.u. For the HOMO-LUMO gap (spin up / spin down), the calculation gives 0.292 / 0.246 Eh. The calculation puts the HOMO energy (spin up / spin down) at -8.91 / -8.78 eV. Its charge is 0. The energy above the lowest of the compared OMol25 structures with the same formula, charge and spin comes out at 6.9119 eV.

charge of number 1 (C4H6OSi)?
0